(1)
Here is a molecular structure, C47H46BrClF3InN9O4SSi from OMol25. Energies are from wB97M-V/def2-TZVPD.

Last column: Mulliken charge in e.
Cartesian coordinates (Å):
In: -3.853 -18.762 -12.312  1.39
N: -4.046 -15.301 -9.253  -0.89
N: -4.459 -14.905 -10.533  0.13
C: -5.335 -15.644 -11.227  0.21
N: -5.577 -15.156 -12.434  -0.20
S: -6.077 -17.083 -10.704  -0.32
H: -3.407 -16.061 -9.438  0.33
H: -4.878 -15.738 -8.880  0.37
H: -4.127 -14.017 -10.887  0.23
H: -5.066 -14.458 -12.916  0.30
H: -6.381 -15.575 -12.882  -0.11
N: -5.769 -19.810 -11.989  -0.14
C: -6.658 -20.326 -12.515  0.33
C: -7.613 -21.018 -13.171  0.67
C: -7.309 -22.394 -13.389  -0.30
N: -7.094 -23.513 -13.591  -0.62
C: -8.919 -20.520 -13.271  -0.05
N: -10.016 -20.175 -13.445  -0.65
C: -1.320 -18.191 -6.014  -1.62
C: -2.690 -18.738 -5.529  1.69
C: -3.863 -18.038 -6.263  -1.75
C: -2.931 -18.332 -4.041  -2.05
C: -2.718 -20.291 -5.607  2.30
O: -4.033 -20.859 -5.389  -0.77
C: -1.816 -20.899 -4.518  -1.27
C: -1.329 -22.330 -4.726  -1.45
C: -0.143 -22.440 -5.677  0.35
C: -0.150 -23.274 -6.783  -0.10
C: 0.981 -23.317 -7.603  -0.83
C: 2.106 -22.545 -7.278  0.35
Cl: 3.517 -22.546 -8.294  -0.23
C: 2.085 -21.735 -6.180  -0.91
C: 0.978 -21.728 -5.362  0.03
C: -2.262 -20.837 -6.988  -2.07
N: -3.082 -20.336 -8.096  1.59
C: -2.713 -19.557 -9.160  -0.64
N: -3.799 -19.225 -9.874  0.78
C: -4.785 -19.859 -9.196  -1.20
N: -4.378 -20.555 -8.170  -1.04
H: -1.267 -17.129 -5.730  0.54
H: -1.246 -18.235 -7.096  0.16
H: -0.485 -18.751 -5.556  0.24
H: -3.780 -16.974 -6.062  0.59
H: -4.780 -18.315 -5.796  0.43
H: -3.908 -18.201 -7.343  0.07
H: -3.231 -17.272 -3.973  0.46
H: -2.049 -18.426 -3.409  0.33
H: -3.724 -18.949 -3.683  0.53
H: -4.487 -20.864 -6.240  0.57
H: -2.464 -20.914 -3.615  0.46
H: -0.998 -20.259 -4.286  0.63
H: -2.130 -22.987 -5.065  0.40
H: -0.994 -22.733 -3.759  0.41
H: -1.079 -23.770 -7.095  0.45
H: 1.010 -23.894 -8.520  0.40
H: 2.976 -21.128 -6.015  0.39
H: 1.027 -21.151 -4.474  0.48
H: -2.384 -21.957 -7.069  0.15
H: -1.200 -20.603 -7.168  0.22
H: -1.709 -19.264 -9.367  0.38
H: -5.813 -19.781 -9.479  0.54
Br: 1.717 -14.676 -12.582  -0.22
C: 0.156 -15.735 -12.445  -0.09
C: 0.260 -17.029 -12.021  -0.92
C: -0.884 -17.846 -11.855  0.14
C: -2.168 -17.400 -12.192  -0.09
C: -2.198 -16.101 -12.731  0.57
C: -1.103 -15.241 -12.830  -0.93
H: 1.220 -17.463 -11.793  0.46
H: -0.677 -18.815 -11.443  0.33
H: -3.157 -15.717 -13.123  0.30
H: -1.223 -14.232 -13.210  0.46
F: -1.736 -22.965 -10.355  -0.22
C: -2.396 -22.978 -11.510  0.78
F: -1.874 -23.895 -12.349  -0.28
F: -3.649 -23.357 -11.218  -0.24
C: -2.221 -21.543 -12.203  0.40
O: -1.073 -21.246 -12.544  -0.67
O: -3.287 -20.882 -12.272  -0.74
O: -4.246 -18.164 -14.252  0.30
Si: -5.208 -17.820 -15.502  -1.32
C: -6.552 -16.591 -15.075  1.02
C: -6.544 -15.241 -15.503  -0.55
C: -7.563 -14.410 -15.048  -0.74
C: -8.613 -14.897 -14.273  -0.49
C: -8.644 -16.222 -13.871  -0.61
C: -7.655 -17.057 -14.352  0.15
C: -4.220 -17.049 -16.904  0.34
C: -2.916 -16.628 -16.644  -0.40
C: -2.223 -16.021 -17.656  -0.67
C: -2.780 -15.840 -18.913  -0.45
C: -4.061 -16.216 -19.165  -0.81
C: -4.781 -16.859 -18.169  -0.14
C: -6.025 -19.393 -16.127  0.78
C: -5.286 -20.551 -15.998  -0.43
C: -5.745 -21.749 -16.565  -0.63
C: -6.917 -21.781 -17.300  -0.62
C: -7.661 -20.608 -17.410  -0.68
C: -7.218 -19.430 -16.818  -0.02
H: -5.738 -14.876 -16.099  0.58
H: -7.565 -13.399 -15.428  0.41
H: -9.434 -14.257 -13.977  0.39
H: -9.463 -16.690 -13.302  0.44
H: -7.747 -18.121 -14.167  -0.19
H: -2.548 -16.772 -15.637  0.35
H: -1.229 -15.656 -17.472  0.42
H: -2.181 -15.345 -19.694  0.32
H: -4.428 -16.115 -20.173  0.38
H: -5.792 -17.226 -18.404  0.31
H: -4.389 -20.538 -15.362  0.27
H: -5.139 -22.635 -16.423  0.41
H: -7.246 -22.642 -17.836  0.44
H: -8.578 -20.578 -18.020  0.33
H: -7.814 -18.534 -16.901  0.41

The net charge is -1. The total energy is -185695.917 eV.

=====

(2)
Here is 2 unconnected molecules or ions with the total composition C47H46N2O2 from OMol25. Energies are from wB97M-V/def2-TZVPD.

Last column: Mulliken charge in e.
Cartesian coordinates (Å):
C: 7.341 -0.193 -3.967  -1.49
C: 6.238 -0.378 -2.974  0.77
C: 6.447 -1.209 -1.871  -0.81
C: 5.476 -1.378 -0.886  1.27
C: 5.893 -2.218 0.280  -2.01
C: 4.240 -0.715 -1.036  0.02
N: 3.199 -0.933 -0.092  0.41
C: 2.451 -0.008 0.559  -0.78
N: 1.826 -0.634 1.588  0.12
C: 1.243 0.035 2.677  -0.40
C: 0.593 1.251 2.382  1.52
C: 0.603 1.824 1.011  -0.72
C: -0.116 1.871 3.410  -1.18
C: -0.068 1.391 4.721  0.92
C: -0.749 2.173 5.801  -1.35
C: 0.626 0.208 4.991  -1.06
C: 1.314 -0.477 3.991  1.28
C: 2.135 -1.653 4.411  -1.98
C: 1.803 -2.085 1.394  -0.28
C: 2.705 -2.295 0.205  -0.80
C: 3.993 0.100 -2.154  1.24
C: 2.666 0.747 -2.362  -1.15
C: 5.005 0.269 -3.104  -1.19
H: 7.001 0.442 -4.790  0.35
H: 8.213 0.277 -3.493  0.31
H: 7.679 -1.156 -4.372  0.34
H: 7.396 -1.734 -1.769  0.41
H: 5.193 -2.225 1.118  0.16
H: 6.076 -3.255 -0.037  0.37
H: 6.858 -1.849 0.667  0.48
H: 0.369 2.898 1.043  -0.10
H: 1.618 1.682 0.538  0.17
H: -0.148 1.350 0.357  0.36
H: -0.716 2.753 3.200  0.49
H: -0.636 1.673 6.770  0.35
H: -0.326 3.186 5.875  0.15
H: -1.821 2.286 5.582  0.34
H: 0.645 -0.177 6.015  0.31
H: 2.360 -1.542 5.482  0.43
H: 1.595 -2.611 4.324  0.36
H: 3.095 -1.719 3.888  0.40
H: 2.142 -2.601 2.287  0.17
H: 0.784 -2.436 1.187  0.27
H: 2.133 -2.666 -0.652  0.22
H: 3.523 -2.985 0.382  0.41
H: 2.744 1.392 -3.244  0.41
H: 1.857 0.026 -2.560  0.28
H: 2.364 1.358 -1.504  0.10
H: 4.822 0.903 -3.972  0.25
C: 2.526 8.145 8.016  -0.83
O: 2.117 6.850 7.513  -0.44
C: 1.661 6.721 6.240  0.75
C: 1.457 5.392 5.776  -0.63
C: 1.123 5.157 4.461  -0.61
C: 1.015 6.224 3.522  0.12
C: 0.825 5.975 2.126  -0.65
C: 1.216 6.886 1.098  0.34
C: 0.638 6.846 -0.216  -1.17
C: 1.232 7.420 -1.315  0.48
C: 0.615 7.345 -2.653  0.27
C: -0.794 7.327 -2.782  -0.34
C: -1.400 7.216 -4.034  -0.69
C: -0.615 7.077 -5.190  -0.32
C: 0.783 7.075 -5.075  -0.67
C: 1.383 7.226 -3.826  -0.25
C: 2.543 8.099 -1.146  0.85
O: 3.286 8.324 -2.121  -0.77
C: 2.931 8.456 0.240  -0.04
C: 4.033 9.399 0.496  0.17
C: 4.049 10.208 1.660  -0.33
C: 5.146 11.022 1.950  -0.65
C: 6.259 11.048 1.090  -0.34
C: 6.240 10.275 -0.081  -0.66
C: 5.129 9.492 -0.380  -0.32
C: 2.282 7.831 1.280  -0.86
C: 1.088 7.553 4.045  -0.78
C: 1.419 7.811 5.366  -0.51
H: 2.940 7.923 9.004  0.24
H: 3.299 8.604 7.379  0.36
H: 1.659 8.816 8.116  0.32
H: 1.571 4.591 6.498  0.53
H: 0.975 4.136 4.117  0.67
H: 0.290 5.074 1.824  0.27
H: -0.306 6.308 -0.338  0.50
H: -1.393 7.403 -1.867  0.39
H: -2.490 7.231 -4.096  0.35
H: -1.084 6.966 -6.165  0.37
H: 1.420 6.950 -5.954  0.36
H: 2.468 7.243 -3.733  0.37
H: 3.173 10.195 2.316  0.42
H: 5.139 11.640 2.851  0.36
H: 7.129 11.663 1.320  0.36
H: 7.084 10.271 -0.776  0.37
H: 5.085 8.926 -1.306  0.40
H: 2.639 8.010 2.289  1.03
H: 0.885 8.382 3.371  0.70
H: 1.487 8.851 5.693  0.38

The total energy is -56557.978 eV.

=====

(3)
Here is a molecular structure, C47H47ClN4O4P2STi from OMol25. Energies are from wB97M-V/def2-TZVPD.

Last column: Mulliken charge in e.
Cartesian coordinates (Å):
Ti: 1.105 -0.151 -0.452  -2.46
N: -3.164 0.171 -0.272  0.42
C: -3.396 1.282 0.521  0.03
C: -4.714 1.712 0.720  -0.78
C: -4.997 2.765 1.561  -0.75
C: -3.966 3.420 2.228  -1.09
C: -2.665 2.999 2.040  -0.05
C: -2.347 1.928 1.187  0.44
P: -0.611 1.279 1.249  2.58
C: -0.587 0.552 2.943  0.43
C: 0.637 0.285 3.561  -0.80
C: 0.689 -0.199 4.861  -1.49
C: -0.487 -0.451 5.556  -0.86
C: -1.710 -0.220 4.941  -0.86
C: -1.762 0.282 3.644  -0.50
C: 0.202 2.932 1.434  0.55
C: -0.026 3.805 0.365  -0.48
C: 0.348 5.136 0.439  -1.01
C: 0.990 5.612 1.576  -0.93
C: 1.260 4.744 2.622  -0.79
C: 0.867 3.409 2.556  -0.30
H: -3.973 -0.163 -0.772  0.28
H: -2.382 0.279 -0.894  -0.49
H: -5.515 1.199 0.198  0.49
H: -6.025 3.080 1.701  0.42
H: -4.178 4.246 2.896  0.46
H: -1.879 3.495 2.593  0.48
H: 1.550 0.501 3.024  1.37
H: 1.646 -0.360 5.349  0.50
H: -0.451 -0.818 6.576  0.44
H: -2.633 -0.418 5.476  0.47
H: -2.726 0.472 3.187  0.33
H: -0.575 3.449 -0.500  0.92
H: 0.125 5.812 -0.381  0.42
H: 1.276 6.656 1.646  0.41
H: 1.758 5.108 3.515  0.46
H: 1.044 2.773 3.410  0.41
C: -4.904 -2.897 -2.419  -0.64
C: -3.971 -2.184 -3.165  -0.73
C: -2.705 -1.955 -2.653  -0.01
C: -2.364 -2.438 -1.386  0.19
C: -3.289 -3.166 -0.650  -0.39
C: -4.558 -3.393 -1.170  -0.81
P: -0.662 -2.144 -0.815  3.51
C: -0.523 -3.148 0.703  0.14
C: -1.243 -2.737 1.826  -0.48
C: -1.091 -3.394 3.038  -0.98
C: -0.208 -4.464 3.138  -0.96
C: 0.505 -4.881 2.020  -0.88
C: 0.353 -4.223 0.804  -0.83
C: 0.280 -3.085 -2.043  -0.50
C: -0.175 -4.273 -2.557  -0.12
C: 0.612 -5.002 -3.472  -1.04
C: 1.819 -4.505 -3.873  -0.85
C: 2.288 -3.258 -3.396  1.60
C: 3.492 -2.690 -3.881  -0.98
C: 3.885 -1.452 -3.466  -1.24
C: 3.113 -0.742 -2.526  -0.63
C: 1.959 -1.262 -1.979  1.88
C: 1.516 -2.538 -2.448  -1.31
H: -5.896 -3.075 -2.816  0.41
H: -4.232 -1.816 -4.152  0.45
H: -1.971 -1.413 -3.239  0.41
H: -3.033 -3.565 0.321  0.44
H: -5.275 -3.968 -0.596  0.46
H: -1.937 -1.905 1.743  0.76
H: -1.662 -3.074 3.902  0.56
H: -0.092 -4.984 4.083  0.43
H: 1.162 -5.742 2.084  0.46
H: 0.904 -4.563 -0.065  0.38
H: -1.144 -4.659 -2.260  0.58
H: 0.249 -5.945 -3.861  0.43
H: 2.429 -5.052 -4.586  0.45
H: 4.079 -3.242 -4.610  0.45
H: 4.790 -1.003 -3.859  0.45
H: 3.465 0.236 -2.242  0.42
C: 1.019 4.556 -2.975  -1.10
N: 0.760 3.154 -2.628  0.36
C: -0.179 2.335 -3.074  0.48
S: -0.381 0.742 -2.403  -0.19
N: -1.025 2.638 -4.056  -0.15
C: -1.071 3.808 -4.946  -1.01
H: 1.915 4.855 -2.439  0.19
H: 0.203 5.205 -2.661  0.40
H: 1.200 4.686 -4.038  0.43
H: 1.304 2.774 -1.876  -0.47
H: -1.646 1.882 -4.281  0.26
H: -1.115 4.737 -4.390  0.32
H: -1.982 3.730 -5.533  0.35
H: -0.226 3.826 -5.632  0.33
N: 4.743 -1.922 2.699  -0.07
C: 3.251 -1.854 2.679  -0.34
C: 2.857 -1.427 1.271  0.37
O: 3.763 -1.332 0.455  -0.81
O: 1.599 -1.195 1.058  0.80
H: 5.108 -2.819 2.997  0.37
H: 5.163 -1.194 3.264  0.38
H: 4.961 -1.748 1.690  0.33
H: 2.875 -1.148 3.408  -0.15
H: 2.816 -2.828 2.883  0.20
Cl: 3.719 4.185 -0.428  -0.13
C: 4.185 2.471 -0.377  -0.81
C: 3.017 1.660 0.130  0.22
O: 2.950 1.257 1.270  -0.47
O: 2.046 1.416 -0.764  0.96
H: 5.021 2.368 0.298  0.57
H: 4.458 2.180 -1.385  0.23

The net charge is +2. The total energy is -128694.500 eV.

=====

| no. | E_HOMO (eV) |
| --- | --- |
| 1 | -5.77 |
| 2 | -7.41 |
| 3 | -12.21 |